{"formula": "C32H24N9O4ReSSe", "method": "ωB97M-V/def2-TZVPD", "spin_multiplicity": 2, "lumo_ev": [-4.77, -4.26], "total_charge": 1, "energy_ev": -133481.28261, "relative_energy_kcal_mol": 5.3, "homo_energy_ev": [-11.1455, -11.2099], "elements": ["Re", "C", "C", "C", "C", "N", "C", "N", "C", "N", "C", "N", "C", "C", "C", "C", "C", "N", "C", "C", "C", "C", "C", "C", "H", "H", "H", "H", "H", "H", "H", "H", "H", "H", "H", "H", "O", "C", "O", "C", "C", "C", "C", "C", "C", "N", "O", "O", "H", "H", "H", "H", "C", "C", "C", "C", "N", "C", "S", "N", "C", "H", "H", "H", "H", "H", "H", "H", "H", "Se", "C", "N"], "positions_angstrom": [[0.425, -0.108, 0.831], [-0.001, -1.257, 5.007], [-0.825, -0.284, 5.561], [-1.125, 0.829, 4.811], [-0.630, 0.971, 3.516], [0.112, -0.018, 2.952], [0.431, -1.084, 3.718], [-0.919, 2.197, 2.919], [-0.372, 2.593, 1.844], [0.458, 1.831, 1.007], [1.136, 2.690, 0.135], [2.165, 2.398, -0.554], [2.883, 1.219, -0.380], [4.075, 1.145, -1.100], [4.953, 0.112, -0.882], [4.659, -0.826, 0.105], [3.458, -0.733, 0.754], [2.542, 0.232, 0.490], [0.501, 4.017, 0.245], [0.728, 5.186, -0.454], [-0.018, 6.300, -0.087], [-0.939, 6.240, 0.960], [-1.146, 5.065, 1.672], [-0.416, 3.957, 1.286], [0.296, -2.144, 5.548], [-1.206, -0.385, 6.568], [-1.728, 1.639, 5.193], [1.062, -1.824, 3.261], [4.280, 1.940, -1.801], [5.871, 0.045, -1.450], [5.341, -1.627, 0.353], [3.183, -1.451, 1.510], [1.456, 5.228, -1.253], [0.121, 7.233, -0.617], [-1.497, 7.128, 1.225], [-1.847, 5.013, 2.493], [-0.923, -1.451, -2.126], [-0.146, -0.512, -2.212], [0.464, 0.078, -1.218], [0.213, 0.060, -3.553], [0.779, 1.327, -3.658], [1.082, 1.853, -4.903], [0.823, 1.082, -6.018], [0.275, -0.182, -5.946], [-0.038, -0.691, -4.697], [1.148, 1.644, -7.356], [1.620, 2.759, -7.390], [0.919, 0.950, -8.321], [0.981, 1.900, -2.765], [1.512, 2.836, -5.020], [0.101, -0.743, -6.853], [-0.477, -1.674, -4.597], [-2.671, -4.659, -1.377], [-2.737, -3.897, -0.098], [-2.995, -4.430, 1.140], [-2.948, -3.589, 2.252], [-2.651, -2.284, 2.146], [-2.406, -1.806, 0.949], [-1.989, -0.124, 0.671], [-2.491, -2.574, -0.155], [-3.197, -4.097, 3.630], [-2.888, -5.710, -1.211], [-1.672, -4.559, -1.806], [-3.382, -4.255, -2.099], [-3.193, -5.486, 1.248], [-2.123, -2.149, -1.029], [-3.459, -5.152, 3.636], [-3.995, -3.515, 4.093], [-2.291, -3.952, 4.222], [0.801, -2.556, 0.405], [0.374, -3.624, 1.860], [0.111, -4.288, 2.767]], "atomic_forces_ev_per_a": [[-0.7302, 0.4046, -0.5290], [0.0073, -0.0010, 0.0345], [-0.0045, 0.0281, 0.0198], [-0.0393, 0.0412, 0.0910], [-0.0314, 0.1840, -0.1221], [0.1185, -0.0966, -0.0449], [0.0840, 0.0892, 0.0183], [-0.0716, -0.3301, 0.2126], [0.2434, 0.0276, -0.3827], [-0.0563, 0.3612, 0.2237], [-0.2130, -0.0167, 0.3163], [0.1459, -0.2363, -0.1702], [-0.0911, 0.1361, 0.2101], [0.0467, 0.0795, -0.0493], [0.0824, -0.0458, -0.0170], [0.0807, 0.0229, -0.0110], [-0.1089, 0.2224, 0.0745], [0.1479, -0.2343, -0.1890], [0.0993, -0.1166, -0.1236], [0.0171, 0.0370, -0.0212], [-0.0182, -0.0041, 0.0286], [0.0271, 0.0012, -0.0240], [-0.0123, 0.0367, 0.0208], [-0.0956, -0.1016, 0.1272], [-0.0261, 0.0140, -0.0099], [-0.0043, -0.0050, -0.0166], [0.0063, -0.0218, 0.0087], [0.0441, -0.0626, -0.0833], [0.0006, -0.0182, 0.0081], [-0.0004, 0.0133, 0.0219], [-0.0106, 0.0070, -0.0087], [-0.0491, -0.0419, -0.0304], [-0.0095, -0.0006, 0.0081], [-0.0042, -0.0048, 0.0073], [0.0008, -0.0034, -0.0118], [0.0092, -0.0045, -0.0133], [-0.1312, -0.1299, 0.1077], [0.2989, 0.2652, -0.1311], [-0.1938, -0.3102, 0.2695], [-0.0177, 0.0242, 0.0408], [0.0383, -0.0099, -0.0248], [0.0162, 0.0273, 0.1070], [0.0359, 0.0842, -0.2064], [-0.0329, -0.0916, 0.0273], [-0.0425, -0.0114, -0.0011], [-0.0171, -0.0573, 0.1481], [0.0210, 0.0467, 0.0095], [-0.0201, -0.0514, -0.0439], [0.0015, 0.0264, 0.0128], [-0.0107, -0.0069, 0.0059], [-0.0072, 0.0072, 0.0114], [-0.0081, 0.0122, -0.0049], [0.0017, 0.0469, 0.0433], [-0.0162, -0.0039, -0.0837], [-0.0301, -0.0544, 0.0107], [-0.0141, 0.0072, 0.1699], [0.0022, 0.0107, -0.0640], [-0.1591, 0.0892, 0.1027], [0.3328, -0.0764, 0.1623], [0.2971, 0.0218, -0.3215], [0.0402, 0.0169, -0.0232], [0.0034, 0.0029, -0.0001], [-0.0088, -0.0092, 0.0033], [-0.0063, -0.0027, 0.0098], [-0.0204, 0.0220, 0.0066], [-0.0279, -0.0395, 0.1555], [-0.0061, 0.0106, -0.0084], [0.0058, 0.0016, -0.0020], [-0.0134, -0.0051, -0.0387], [0.2887, -0.4268, 0.1139], [-0.2214, 0.2245, -0.1207], [0.0368, -0.0203, -0.0167]]}